[1]
55
Properties=species:S:1:pos:R:3:lowdin_charge:R:1 method="wB97M-V/def2-TZVPD" max_force_ha_per_bohr=0.003 relative_energy_kcal_mol=0.0 total_charge=+2 energy_ev=-48322.3045 homo_ev=-13.3 homo_lumo_gap_ev=7.849
Pt -1.077 0.398 0.191 0.78
S 1.021 0.657 -0.602 0.67
F 3.579 -0.858 0.544 0.10
F 3.961 0.597 -1.014 0.14
F 4.964 -1.310 -1.046 0.17
N -1.825 0.461 -1.894 -0.23
N 0.403 -1.315 -2.314 0.01
N 2.483 0.448 3.222 -0.17
N -3.430 1.186 -4.186 0.07
C -3.168 -0.097 -2.087 -0.18
C -1.695 1.777 -2.530 -0.20
C 2.644 0.551 4.701 0.02
C -2.681 0.202 3.684 -0.05
C -3.563 -0.175 -3.555 -0.08
C 1.469 -0.608 2.808 -0.08
C -1.827 -0.273 4.673 -0.05
C -0.492 -0.508 4.382 -0.03
C 1.379 -0.775 -1.580 -0.59
C 3.802 -0.714 -0.796 -0.59
C 2.679 -1.305 -1.612 -0.11
C 0.665 -2.389 -3.062 -0.11
C 1.914 -2.969 -3.151 -0.02
C -2.039 1.740 -4.009 -0.08
C 2.208 1.786 2.624 0.02
C 2.940 -2.402 -2.414 0.03
C -2.149 0.439 2.427 -0.17
C 0.043 -0.260 3.115 -0.24
C -0.814 0.203 2.122 -0.31
H -0.171 -2.798 -3.618 0.11
H 2.173 1.682 1.544 0.04
H -1.372 1.079 -4.561 0.14
H -1.109 -0.191 -2.269 0.05
H 0.143 -0.931 5.153 0.12
H -2.335 2.491 -2.005 0.13
H -2.012 2.731 -4.459 0.15
H -3.726 0.381 3.896 0.12
H 3.464 1.231 4.916 0.11
H 1.777 -1.519 3.321 0.14
H 1.602 -0.736 1.739 0.08
H 2.082 -3.833 -3.776 0.12
H -2.207 -0.478 5.664 0.12
H -3.205 -1.101 -1.667 0.13
H -2.902 -0.837 -4.114 0.14
H 3.371 0.126 2.835 0.17
H -2.821 0.835 1.635 0.09
H -3.664 1.135 -5.179 0.19
H 1.721 0.939 5.122 0.10
H 3.937 -2.817 -2.453 0.14
H -3.890 0.515 -1.538 0.13
H 2.860 -0.434 5.107 0.11
H 1.251 2.137 3.000 0.11
H -0.667 2.119 -2.416 0.10
H -4.107 1.826 -3.762 0.19
H -4.591 -0.508 -3.681 0.14
H 3.002 2.467 2.921 0.11


[2]
65
Properties=species:S:1:pos:R:3:lowdin_charge:R:1 method="wB97M-V/def2-TZVPD" max_force_ha_per_bohr=0.042 relative_energy_kcal_mol=5.9 total_charge=+1 energy_ev=-83422.9775 spin_multiplicity=2 homo_ev="-12.3 / -12.3" homo_lumo_gap_ev="9.490 / 5.078"
Sb 3.679 -1.064 -1.592 1.43
Sc 0.957 0.285 -0.210 1.07
F 4.464 -0.557 -3.176 -0.30
F 2.688 -2.382 -2.431 -0.31
F 4.408 0.380 -0.683 -0.30
F 4.873 -2.261 -0.875 -0.29
F 2.433 -1.289 -0.095 -0.35
F 2.169 0.174 -1.969 -0.35
O -0.247 2.742 2.496 0.12
O -1.680 -1.524 5.835 0.08
O 3.081 2.958 2.256 0.34
O 2.265 1.318 0.932 0.01
O 1.007 2.391 -1.383 -0.13
O -0.432 1.467 0.656 -0.14
N -0.476 -0.775 -1.486 0.06
N -1.571 -2.610 -2.440 -0.14
N -2.443 -1.611 -0.552 -0.14
N 0.235 -1.154 1.525 0.01
N -1.032 0.546 5.189 0.20
C -0.574 -1.386 3.760 -0.09
C -2.849 -0.371 0.091 -0.03
C 2.003 4.400 -2.016 -0.06
C -2.859 -3.060 -2.967 -0.03
C 0.336 -2.484 1.439 -0.11
C 0.401 3.703 0.415 -0.06
C -0.006 -3.323 2.482 -0.01
C 2.505 2.472 1.303 -0.45
C -3.048 -2.821 -0.007 -0.04
C 0.038 3.437 -1.057 -0.20
C 2.198 3.175 -1.119 -0.21
C -0.472 -2.765 3.662 0.03
C 1.939 3.664 0.321 0.00
C -0.412 -2.965 -3.250 -0.03
C -0.164 2.566 1.301 -0.55
C 0.467 4.588 -1.959 -0.07
C -1.483 -1.644 -1.500 -0.42
C -0.209 -0.622 2.671 -0.05
C -1.143 -0.798 5.026 -0.49
H 2.570 5.263 -1.669 0.13
H -2.566 -0.363 1.144 0.09
H -0.322 -2.325 -4.133 0.11
H 2.345 4.150 -3.018 0.13
H 0.160 5.548 -1.546 0.13
H -2.879 -2.888 -4.044 0.10
H -3.017 -4.123 -2.784 0.10
H -4.115 -2.879 -0.230 0.10
H 0.097 -4.392 2.366 0.12
H -0.038 -0.745 -2.403 0.06
H -0.528 -3.993 -3.590 0.10
H -0.964 3.057 -1.201 0.17
H 0.501 -2.899 -2.666 0.07
H -3.670 -2.495 -2.519 0.09
H -2.928 -2.811 1.078 0.09
H 0.045 4.645 0.823 0.17
H -3.934 -0.276 0.026 0.10
H -0.304 0.454 2.683 0.09
H -2.384 0.472 -0.402 0.07
H -0.774 -3.372 4.506 0.13
H 0.711 -2.877 0.504 0.11
H -1.444 0.948 6.014 0.12
H 2.453 4.576 0.595 0.16
H -2.553 -3.702 -0.403 0.09
H 3.088 2.581 -1.285 0.16
H -0.620 1.160 4.509 0.08
H 0.022 4.487 -2.946 0.13


[3]
56
Properties=species:S:1:pos:R:3:lowdin_charge:R:1 method="wB97M-V/def2-TZVPD" smiles="CN(C(=O)c1cc(S(N)(=O)=O)n(C)c1)[C@H]1CCCN(C(=O)C(F)=C2CCC2)CC1" max_force_ha_per_bohr=0.023 relative_energy_kcal_mol=6.7 energy_ev=-47843.2678 homo_ev=-9.0 homo_lumo_gap_ev=9.446
S -1.951 -0.097 -6.004 0.60
F 4.843 3.630 -5.690 0.05
O -1.118 0.477 0.118 0.07
O 5.316 3.371 -2.237 0.07
O -1.603 -1.337 -6.633 -0.29
O -1.348 1.135 -6.411 -0.29
N -2.033 -1.289 -3.521 -0.10
N -3.594 -0.009 -6.132 -0.06
N 4.147 1.921 -3.524 -0.03
N 0.580 1.578 -0.910 -0.06
C -1.078 0.735 -3.509 0.01
C -1.690 -0.206 -4.297 -0.31
C 3.133 1.720 -4.559 -0.14
C 5.082 6.571 -5.173 -0.10
C 0.535 2.794 -0.106 -0.03
C 5.080 6.291 -3.008 -0.11
C 4.926 5.409 -4.223 -0.16
C 5.579 7.411 -3.964 -0.15
C 1.484 2.813 -2.913 -0.14
C -1.647 -1.032 -2.252 0.01
C 4.052 1.020 -2.378 -0.14
C -1.040 0.207 -2.198 -0.12
C -0.566 0.802 -0.921 -0.40
C 1.556 1.567 -2.010 -0.28
C -2.675 -2.513 -3.975 0.00
C 4.793 3.100 -3.309 -0.39
C 2.951 1.392 -1.391 -0.11
C 4.849 4.105 -4.414 -0.14
C 1.892 2.594 -4.375 -0.15
H 6.663 7.501 -3.951 0.10
H -2.030 -3.043 -4.673 0.09
H -3.616 -2.278 -4.468 0.09
H 5.008 1.022 -1.860 0.12
H 5.140 8.398 -3.840 0.10
H 1.496 2.984 0.372 0.09
H 2.063 3.573 -4.831 0.11
H 0.469 3.216 -2.897 0.11
H -0.729 1.688 -3.860 0.10
H 2.893 0.606 -0.634 0.13
H 4.117 6.531 -2.553 0.12
H -1.823 -1.735 -1.455 0.14
H 3.245 2.313 -0.884 0.11
H 3.555 1.870 -5.548 0.11
H 1.336 0.676 -2.603 0.14
H 1.080 2.134 -4.943 0.10
H 3.887 0.016 -2.776 0.12
H 2.117 3.595 -2.480 0.12
H 4.120 6.916 -5.557 0.12
H 5.755 5.934 -2.236 0.11
H 2.855 0.668 -4.502 0.12
H 0.269 3.664 -0.712 0.09
H -3.907 -0.491 -6.967 0.08
H -0.208 2.660 0.676 0.09
H -2.868 -3.134 -3.105 0.09
H 5.762 6.430 -6.013 0.11
H -3.935 0.943 -6.081 0.08